Record 1
The following is a quantum chemistry calculation of a cluster of 2 separate species, C6H18N3 in total, from the OMol25 dataset.

Output
DFT total energy = -10973.445 eV
net charge = +1

The geometry in XYZ format:
```
27
C6H18N3 (the ωB97M-V functional and the def2-TZVPD basis)
C 1.87 1.33 -1.09
C 1.14 -0.88 -1.78
C -3.02 -0.04 -0.48
C -2.49 -0.60 2.08
C -0.89 -0.47 0.11
C 1.93 -0.16 -0.96
N 3.61 0.18 0.74
N 2.93 -0.64 -0.20
N -2.17 0.00 0.69
H 2.58 1.83 -1.83
H 0.93 1.75 -1.33
H 2.18 1.80 -0.15
H -0.55 0.27 -0.65
H 0.45 -0.38 -2.43
H 0.93 -1.92 -1.72
H -2.59 -0.93 -1.01
H -4.03 0.03 -0.46
H -2.82 0.77 -1.22
H -2.19 -1.57 2.16
H -2.00 -0.17 2.87
H -3.57 -0.48 2.22
H 0.03 -0.40 0.82
H -0.90 -1.62 -0.25
H 3.13 0.02 1.68
H 3.97 1.13 0.46
H 3.44 -1.43 -0.54
H -1.91 0.90 0.86
```


Record 2
The following is a quantum chemistry calculation of a cluster of 2 separate species, C6H18N3 in total, from the OMol25 dataset.

Output
DFT total energy = -10977.452 eV
net charge = +1

The geometry in XYZ format:
```
27
C6H18N3 (the ωB97M-V functional and the def2-TZVPD basis)
C 2.83 -0.27 -1.35
C 1.87 1.44 1.04
C -2.71 0.84 -0.03
C 1.84 -0.67 -0.33
C 1.03 0.52 0.13
C -2.23 -0.54 -0.14
N -0.18 0.05 0.82
N -1.88 -1.02 -1.32
N -2.51 -1.34 0.89
H 2.60 -0.80 -2.26
H 3.85 -0.35 -1.08
H 2.60 0.82 -1.48
H 1.25 2.15 1.42
H 2.64 1.99 0.45
H 2.34 0.97 1.82
H 0.75 1.09 -0.73
H -3.06 0.83 0.97
H -3.69 0.79 -0.59
H 1.13 -1.36 -0.72
H 2.26 -1.09 0.69
H -1.90 1.60 -0.30
H -0.40 0.77 1.53
H -1.47 -0.34 -1.96
H -1.63 -2.01 -1.36
H -2.50 -2.40 0.80
H -2.67 -0.85 1.73
H -0.13 -0.80 1.38
```


Record 3
The following is a quantum chemistry calculation of a cluster of 2 separate species, C6H18N3 in total, from the OMol25 dataset.

Output
DFT total energy = -10964.795 eV
multiplicity = 2
net charge = +2

The geometry in XYZ format:
```
27
C6H18N3 (the ωB97M-V functional and the def2-TZVPD basis)
C -1.60 -1.04 1.42
C -2.99 -1.72 1.59
C -0.32 -1.58 2.06
H -1.47 -1.01 0.31
H -1.79 -0.01 1.79
H -2.92 -2.03 2.65
H 0.05 -2.40 1.45
H 0.52 -0.88 2.04
H -3.12 -2.57 0.90
H -3.87 -1.09 1.48
H -0.65 -1.93 3.04
C -0.03 0.06 -1.77
C -1.54 0.32 -2.01
C 1.76 1.09 -0.43
N 0.48 1.08 -0.80
N 2.49 -0.02 -0.53
N 2.20 2.10 0.33
H 0.08 -0.84 -1.16
H 0.44 0.01 -2.75
H -1.54 1.19 -2.67
H -2.12 0.52 -1.12
H -0.08 1.92 -0.74
H 2.31 -0.67 -1.28
H 3.47 0.01 -0.26
H 1.83 3.01 0.10
H 3.11 2.12 0.77
H -1.91 -0.54 -2.55
```


Record 4
The following is a quantum chemistry calculation of a cluster of 3 separate species, C6H18NO3 in total, from the OMol25 dataset.

Output
DFT total energy = -14139.638 eV
net charge = +1

The geometry in XYZ format:
```
28
C6H18NO3 (the ωB97M-V functional and the def2-TZVPD basis)
O 2.00 1.00 3.05
C 1.35 0.17 2.45
C 1.17 0.38 0.98
C -0.21 -0.14 0.52
C -0.73 0.14 -0.91
C -0.91 -1.20 -1.66
C -2.40 -1.61 -1.82
N 1.42 1.78 0.55
H 0.98 -0.70 3.02
H 2.03 -0.17 0.49
H -0.95 0.35 1.18
H -0.36 -1.20 0.74
H -0.09 0.83 -1.47
H -1.64 0.70 -0.94
H -0.44 -2.01 -1.07
H -0.42 -1.12 -2.65
H -2.89 -1.48 -0.87
H -2.96 -0.99 -2.54
H -2.64 -2.66 -2.01
H 1.33 2.50 1.28
H 2.32 1.92 0.07
H 0.71 2.13 -0.12
H -0.41 4.03 -1.24
H 0.74 3.60 -2.17
O 0.41 3.50 -1.27
H 0.81 -3.37 2.93
H 1.01 -3.50 1.39
O 0.79 -2.88 2.09
```